i | Here is a cluster of 2 separate species, C2H4FNO in total from the Open Molecules 2025 dataset. Energies are from ωB97M-V/def2-TZVPD.

Summary:
Frontier orbital gap = 0.3909 Eh

Last column: natural (NBO) charge in e.
CARTESIAN COORDINATES (ANGSTROEM)
1 C -0.65 -1.67 -2.13  0.505
2 C -0.05 1.19 0.57  -0.459
3 N 0.29 -0.08 1.16  -0.225
4 O -0.10 -2.53 -2.60  -0.508
5 F -0.36 -1.14 0.56  -0.276
6 H 1.25 -0.35 1.00  0.336
7 H -1.11 1.21 0.32  0.225
8 H 0.21 1.87 1.53  0.222
9 H 0.51 1.51 -0.40  0.180


ii | Here is a cluster of 2 separate species, C2H4FNO in total from the Open Molecules 2025 dataset. Energies are from ωB97M-V/def2-TZVPD.

Summary:
Structure (SMILES) = N=C=O.CF
Frontier orbital gap = 0.4377 Eh

Last column: natural (NBO) charge in e.
CARTESIAN COORDINATES (ANGSTROEM)
1 C -2.27 0.24 -0.42  0.854
2 C 2.00 0.14 0.21  -0.101
3 N -3.06 -0.51 0.05  -0.764
4 O -1.64 1.14 -0.83  -0.517
5 F 2.80 0.63 -0.66  -0.338
6 H 1.22 -0.60 -0.16  0.142
7 H 1.48 0.91 0.77  0.155
8 H 2.61 -0.44 0.95  0.142
9 H -3.16 -1.50 0.08  0.427


The most stable of them is ii.


i | Here is the molecule C3H5BrN2 from the Open Molecules 2025 dataset. Energies are from ωB97M-V/def2-TZVPD.

Summary:
Frontier orbital gap = 0.3242 Eh

Last column: natural (NBO) charge in e.
CARTESIAN COORDINATES (ANGSTROEM)
1 C 0.21 -0.73 -0.19  -0.513
2 C -0.53 -0.23 1.11  -0.272
3 C 0.69 0.42 -0.99  -0.289
4 N -0.94 1.12 0.93  -0.112
5 N -0.59 1.81 0.06  0.008
6 Br 0.23 0.54 -2.82  0.052
7 H 1.03 -1.36 0.14  0.239
8 H -0.50 -1.33 -0.76  0.231
9 H -1.40 -0.85 1.34  0.227
10 H 0.13 -0.23 1.98  0.223
11 H 1.67 0.83 -0.79  0.207


ii | Here is a cluster of 2 separate species, C3H5BrN2 in total from the Open Molecules 2025 dataset. Energies are from ωB97M-V/def2-TZVPD.

Summary:
Structure (SMILES) = [H]/N=N/C#CC.Br
Frontier orbital gap = 0.3396 Eh

Last column: natural (NBO) charge in e.
CARTESIAN COORDINATES (ANGSTROEM)
1 C -1.10 0.01 -0.66  0.036
2 C -1.82 0.20 0.28  0.082
3 C -0.49 -0.12 -1.89  -0.708
4 N -1.59 -0.07 2.40  -0.302
5 N -2.33 0.39 1.48  -0.179
6 Br 4.45 0.17 0.86  -0.219
7 H -0.20 -1.18 -2.13  0.255
8 H -1.20 0.48 -2.58  0.252
9 H 0.49 0.38 -1.72  0.252
10 H -2.05 0.14 3.34  0.310
11 H 5.83 -0.40 0.60  0.219


The most stable of them is i.


i | Here is the molecule C21H27ClN2O5 from the Open Molecules 2025 dataset. Energies are from ωB97M-V/def2-TZVPD.

Summary:
Structure (SMILES) = COc1c(C)cc(C(=O)NCCCOCCNC(=O)C#C[C@H]2CCOC2)cc1Cl
Frontier orbital gap = 0.3598 Eh

Last column: natural (NBO) charge in e.
CARTESIAN COORDINATES (ANGSTROEM)
1 C -6.64 1.85 1.00  -0.245
2 O -6.23 0.49 0.81  -0.518
3 C -4.88 0.31 0.94  0.270
4 C -4.07 0.30 -0.20  -0.042
5 C -4.67 0.53 -1.56  -0.640
6 C -2.71 0.06 -0.06  -0.118
7 C -2.14 -0.15 1.19  -0.163
8 C -0.67 -0.38 1.25  0.661
9 O -0.06 -0.86 0.31  -0.643
10 N -0.03 0.02 2.38  -0.604
11 C 1.41 -0.05 2.50  -0.221
12 C 1.93 -1.45 2.76  -0.426
13 C 3.44 -1.48 2.85  -0.052
14 O 3.96 -0.96 1.64  -0.557
15 C 5.36 -1.02 1.55  -0.067
16 C 5.79 -0.42 0.24  -0.227
17 N 5.14 -1.13 -0.87  -0.641
18 C 4.87 -0.40 -2.04  0.635
19 O 5.71 -0.17 -2.87  -0.517
20 C 3.46 -0.09 -2.25  -0.207
21 C 2.28 0.11 -2.36  0.180
22 C 0.85 0.33 -2.49  -0.360
23 C 0.44 1.50 -3.38  -0.417
24 C -1.02 1.16 -3.69  -0.068
25 O -1.15 -0.26 -3.54  -0.538
26 C 0.11 -0.82 -3.17  -0.048
27 C -2.95 -0.14 2.32  -0.168
28 C -4.31 0.08 2.19  -0.092
29 Cl -5.32 0.04 3.60  0.014
30 H -7.71 1.87 0.87  0.200
31 H -6.38 2.20 2.00  0.181
32 H -6.17 2.50 0.25  0.171
33 H -3.99 0.20 -2.34  0.231
34 H -5.62 0.00 -1.67  0.234
35 H -4.88 1.59 -1.72  0.218
36 H -2.08 0.04 -0.94  0.228
37 H -0.56 0.51 3.08  0.400
38 H 1.86 0.34 1.58  0.226
39 H 1.71 0.62 3.30  0.196
40 H 1.51 -1.83 3.70  0.206
41 H 1.60 -2.12 1.96  0.230
42 H 3.79 -0.87 3.69  0.159
43 H 3.80 -2.51 2.99  0.175
44 H 5.82 -0.46 2.38  0.176
45 H 5.70 -2.07 1.62  0.172
46 H 5.53 0.65 0.23  0.187
47 H 6.87 -0.50 0.14  0.207
48 H 4.27 -1.53 -0.53  0.388
49 H 0.43 0.45 -1.49  0.257
50 H 0.55 2.47 -2.90  0.221
51 H 1.04 1.51 -4.29  0.213
52 H -1.71 1.64 -2.98  0.168
53 H -1.30 1.44 -4.70  0.184
54 H 0.65 -1.15 -4.07  0.168
55 H -0.05 -1.67 -2.51  0.210
56 H -2.56 -0.35 3.31  0.215


ii | Here is the molecule C21H27ClN2O5 from the Open Molecules 2025 dataset. Energies are from ωB97M-V/def2-TZVPD.

Summary:
Structure (SMILES) = COc1c(C)cc(C(=O)NCCCOCCNC(=O)C#C[C@H]2CCOC2)cc1Cl
Frontier orbital gap = 0.3599 Eh

Last column: natural (NBO) charge in e.
CARTESIAN COORDINATES (ANGSTROEM)
1 C -1.87 -5.11 4.39  -0.246
2 O -0.92 -4.07 4.61  -0.521
3 C -1.03 -3.03 3.73  0.245
4 C -0.22 -3.01 2.59  0.040
5 C 0.75 -4.12 2.32  -0.658
6 C -0.33 -1.93 1.73  -0.134
7 C -1.20 -0.88 1.98  -0.158
8 C -1.23 0.26 1.01  0.671
9 O -0.97 0.10 -0.18  -0.645
10 N -1.53 1.48 1.52  -0.606
11 C -1.45 2.68 0.70  -0.222
12 C -0.01 3.15 0.50  -0.427
13 C 0.09 4.39 -0.36  -0.053
14 O -0.50 4.12 -1.62  -0.561
15 C -0.02 4.94 -2.67  -0.076
16 C -0.58 4.41 -3.97  -0.240
17 N -0.35 2.98 -4.12  -0.595
18 C 0.95 2.53 -4.17  0.618
19 O 1.84 3.11 -4.77  -0.577
20 C 1.14 1.24 -3.51  -0.189
21 C 1.22 0.23 -2.87  0.176
22 C 1.30 -0.98 -2.07  -0.369
23 C 1.94 -2.19 -2.76  -0.416
24 C 2.37 -3.05 -1.57  -0.070
25 O 2.41 -2.19 -0.42  -0.542
26 C 2.20 -0.85 -0.84  -0.046
27 C -2.00 -0.90 3.12  -0.215
28 C -1.91 -1.98 3.98  -0.075
29 Cl -2.90 -2.02 5.40  0.011
30 H -1.67 -5.88 5.14  0.199
31 H -2.89 -4.74 4.51  0.183
32 H -1.76 -5.54 3.39  0.171
33 H 1.43 -3.83 1.52  0.233
34 H 1.33 -4.35 3.22  0.231
35 H 0.24 -5.04 2.03  0.216
36 H 0.29 -1.90 0.84  0.222
37 H -1.52 1.59 2.52  0.396
38 H -1.90 2.45 -0.27  0.231
39 H -2.05 3.46 1.17  0.196
40 H 0.45 3.35 1.47  0.202
41 H 0.55 2.34 0.02  0.223
42 H -0.42 5.24 0.11  0.162
43 H 1.14 4.66 -0.49  0.177
44 H -0.32 5.98 -2.52  0.173
45 H 1.08 4.90 -2.69  0.179
46 H -1.66 4.57 -4.01  0.206
47 H -0.13 4.94 -4.81  0.225
48 H -0.90 2.43 -3.48  0.397
49 H 0.29 -1.22 -1.71  0.264
50 H 1.25 -2.71 -3.43  0.224
51 H 2.80 -1.86 -3.34  0.213
52 H 1.65 -3.85 -1.36  0.177
53 H 3.35 -3.50 -1.72  0.182
54 H 3.15 -0.37 -1.11  0.171
55 H 1.73 -0.30 -0.03  0.200
56 H -2.71 -0.12 3.33  0.226


The most stable of them is ii.


i | Here is the molecule C5H9NOS from the Open Molecules 2025 dataset. Energies are from ωB97M-V/def2-TZVPD.

Summary:
Structure (SMILES) = CC[C@@H]1CNC(=O)S1
Frontier orbital gap = 0.3674 Eh

Last column: natural (NBO) charge in e.
CARTESIAN COORDINATES (ANGSTROEM)
1 C -2.95 -0.55 -0.44  -0.618
2 C -1.77 0.42 -0.52  -0.408
3 C -0.73 0.41 0.63  -0.373
4 C 0.25 1.56 0.50  -0.215
5 C 1.57 -0.21 -0.30  0.528
6 H -3.32 -0.73 0.61  0.204
7 H -2.75 -1.56 -0.86  0.216
8 H -3.79 -0.23 -1.03  0.217
9 H -1.28 0.33 -1.50  0.218
10 H -2.20 1.44 -0.52  0.195
11 H -1.27 0.51 1.59  0.233
12 H 0.77 1.74 1.48  0.192
13 H -0.20 2.49 0.14  0.212
14 H 2.12 1.70 -0.54  0.406
15 N 1.27 1.11 -0.46  -0.637
16 O 2.54 -0.83 -0.61  -0.583
17 S 0.28 -1.04 0.60  0.212


ii | Here is the molecule C5H9NOS from the Open Molecules 2025 dataset. Energies are from ωB97M-V/def2-TZVPD.

Summary:
Structure (SMILES) = OCC[C@H]1NCC1=S
Frontier orbital gap = 0.3115 Eh

Last column: natural (NBO) charge in e.
CARTESIAN COORDINATES (ANGSTROEM)
1 C -1.82 0.52 -1.17  -0.084
2 C -1.50 -0.71 -0.50  -0.425
3 C -0.02 -1.01 -0.47  -0.145
4 C 1.83 0.07 -0.54  -0.281
5 C 0.80 -0.19 0.59  -0.070
6 H -1.71 1.96 0.38  0.470
7 H -2.90 0.58 -1.21  0.171
8 H -1.30 0.46 -2.04  0.202
9 H -2.21 -1.54 -0.97  0.221
10 H -1.86 -0.63 0.65  0.217
11 H 0.21 -2.12 -0.29  0.215
12 H 1.00 -0.91 -2.57  0.379
13 H 2.69 -0.87 -0.38  0.183
14 H 2.35 1.11 -0.72  0.234
15 N 0.81 -0.31 -1.53  -0.653
16 O -1.24 1.70 -0.53  -0.736
17 S 0.77 -0.09 2.16  0.101


The most stable of them is i.